Here is a structure of composition CHCdF3NO4S2 from the OMol25 dataset. Energies are from wB97M-V/def2-TZVPD.

The geometry in XYZ format:
```
13
Properties=species:S:1:pos:R:3
N 0.6946 1.1064 0.2877
S -0.4989 1.8148 0.9117
O -0.4163 3.2307 1.0531
O -1.7897 1.1402 0.9572
S 0.8078 -0.5475 0.0782
O -0.4813 -1.2236 0.3129
O 1.9825 -1.0209 0.7550
C 1.0614 -0.6323 -1.7902
F -0.0017 -0.1492 -2.3790
F 2.1281 0.0578 -2.0942
F 1.2205 -1.8999 -2.0780
H -2.4155 -0.9176 2.8570
Cd -2.2915 -0.9589 1.1286
```

## Properties
- Electronic energy: -1657.6910 Ha
- LUMO energy: -7.1 eV
- HOMO-LUMO gap: 0.28019 Eh
- M: 324.562 g mol⁻¹
- Net charge: +1